[1]
Entry from the OMol25 dataset: a structure of composition C39H59Cl3GeInN9OP (the ωB97M-V functional and the def2-TZVPD basis).

Summary:
LUMO level (spin up / spin down) ... -4.46 / -7.20 eV
Spin multiplicity ... 2
Net charge ... +2
HOMO-LUMO gap (spin up / spin down) ... 0.318 / 0.218 Eh
E ... -165400.2936 eV

Atoms and positions in Å:
In (-0.064183, -0.124106, 0.091308)
Ge (0.869700, -3.559447, 0.945589)
Cl (-0.341375, -5.135103, 1.715094)
Cl (0.841441, -3.765779, -1.200311)
Cl (2.863121, -3.820334, 1.638423)
P (0.745017, 3.070121, -0.937011)
O (-0.143314, 1.968676, -0.356756)
N (-3.449588, -1.821381, -0.181822)
N (0.832787, -0.223607, 4.339100)
N (1.846080, 2.450393, -1.976216)
N (2.190029, -0.212008, 2.487386)
N (-0.226687, 4.114910, -1.724941)
N (-4.365699, 0.296865, -0.034115)
N (1.542393, 3.805302, 0.278011)
N (-2.081715, 0.063204, -0.372098)
N (-0.132391, 0.008972, 2.241797)
C (2.718411, -0.446501, 1.188542)
C (-3.280661, -0.488814, -0.189071)
C (2.865661, -0.334881, 7.402989)
C (-3.902071, -0.065181, 4.103912)
C (3.270858, 2.833615, -2.072085)
C (0.307642, 5.134703, -2.651965)
C (-1.413566, -0.012134, 2.889218)
C (-1.330720, 2.512214, 3.000188)
C (3.997544, -1.081403, -1.200698)
C (3.535325, -2.162070, 5.997926)
C (3.571204, 2.742704, -3.564915)
C (-0.940684, 5.720233, -3.310385)
C (0.934687, -0.172198, 2.996174)
C (2.727033, 4.071702, 2.280081)
C (4.126769, -0.544422, 1.155183)
C (2.212216, 3.007246, 1.321662)
C (-4.227174, 1.710504, 0.279404)
C (-2.419773, -2.699068, -0.689372)
C (4.734207, -0.869124, -0.042396)
C (-3.268486, 1.141982, 3.853992)
C (-2.016171, 1.196616, 3.244696)
C (2.034975, 5.201122, 0.287795)
C (1.069299, 1.295416, 6.714953)
C (1.822558, -0.642970, 5.282680)
C (1.932987, 0.092106, 6.464928)
C (3.668859, -1.441885, 7.174812)
C (1.964436, -0.594850, 0.021365)
C (-3.287500, -1.257322, 3.744859)
C (-1.676135, 3.930514, -1.923262)
C (-4.424707, -2.474989, 0.687797)
C (-5.684578, -0.089916, -0.532924)
C (-1.925136, 4.558614, -3.288416)
C (2.661040, 1.613181, -4.035395)
C (2.628761, -0.934179, -1.162788)
C (2.599359, -1.770686, 5.052708)
C (-2.044110, -1.226681, 3.133238)
C (1.381021, 1.845125, -3.238036)
C (3.152748, 5.184247, 1.329395)
C (4.964443, -0.324779, 2.386422)
H (-3.381706, 1.874095, 0.946117)
H (0.967962, 4.667271, -3.390006)
H (4.387974, -1.748520, 7.921088)
H (1.225396, 5.873188, 0.581169)
H (3.100176, 0.651023, -3.773250)
H (-1.759615, -3.030455, 0.117376)
H (-4.867023, -0.076393, 4.591038)
H (-5.625875, -1.027896, -1.076339)
H (-0.736184, 6.097943, -4.309592)
H (-1.843820, -2.210534, -1.471785)
H (6.018542, -0.276022, 2.122112)
H (-4.975065, -1.738735, 1.263032)
H (-0.930639, 2.581278, 1.986283)
H (3.538678, 3.708537, 2.908519)
H (-2.238766, 4.447048, -1.141123)
H (-2.886511, -3.589411, -1.110792)
H (2.481011, 1.622014, -5.108597)
H (-0.492091, 2.652515, 3.687440)
H (3.885256, 2.129241, -1.503484)
H (2.457314, -2.362259, 4.157542)
H (-4.111565, 2.314947, -0.625969)
H (3.045149, 2.429746, 0.903008)
H (3.442320, 3.832178, -1.674964)
H (-3.748484, 2.067661, 4.145312)
H (4.497728, -1.355984, -2.119196)
H (-1.543104, -2.152315, 2.864944)
H (-2.145763, 1.058624, -0.546734)
H (-0.079233, 0.002921, 4.710573)
H (1.141083, 2.015273, 5.897939)
H (1.366187, 1.796518, 7.632652)
H (3.269647, 6.150908, 1.814655)
H (-1.322811, 6.546232, -2.709063)
H (2.965509, 0.218780, 8.327469)
H (4.853067, -1.135170, 3.112676)
H (-5.128369, 2.036913, 0.794848)
H (4.140584, -3.040133, 5.819901)
H (2.059425, -1.087062, -2.069777)
H (-5.117689, -3.082956, 0.106332)
H (-2.959277, 4.869780, -3.418906)
H (0.826575, 0.919674, -3.052988)
H (-1.935675, 2.872320, -1.897557)
H (4.102721, 4.924679, 0.857586)
H (-2.020959, 3.338910, 3.158506)
H (4.714146, 0.612233, 2.891135)
H (1.505701, 2.314877, 1.777325)
H (0.875654, 5.899533, -2.124463)
H (0.709268, 2.530789, -3.765609)
H (-6.402258, -0.185248, 0.282744)
H (4.623734, 2.547499, -3.758530)
H (0.016027, 1.024333, 6.825544)
H (-3.889682, -3.123810, 1.383706)
H (1.916811, 4.416927, 2.925669)
H (-6.035043, 0.682778, -1.218281)
H (2.398075, 5.517947, -0.690183)
H (-1.682010, 3.842686, -4.076246)
H (-3.765944, -2.204493, 3.951162)
H (3.305584, 3.677348, -4.061461)
H (5.812007, -0.966440, -0.066547)
H (2.892960, -0.270004, 3.211691)

Atomic forces in eV per Å
In -0.03 0.58 0.28
Ge 0.09 0.07 -0.23
Cl -0.18 -0.11 0.17
Cl -0.03 -0.08 -0.05
Cl 0.21 -0.06 0.10
P -0.13 -0.20 0.28
O 0.06 0.17 -0.26
N 0.03 0.05 0.07
N -0.09 -0.17 0.02
N -0.01 0.15 -0.14
N 0.02 -0.12 0.00
N 0.03 0.04 -0.08
N 0.04 -0.05 0.03
N 0.11 -0.03 -0.02
N -0.19 -0.08 -0.18
N -0.14 -0.34 0.07
C 0.06 0.06 0.16
C -0.04 0.10 0.07
C 0.00 0.00 0.00
C 0.02 -0.05 -0.01
C 0.04 -0.09 0.09
C 0.03 0.01 -0.05
C 0.03 0.15 -0.04
C 0.04 0.03 -0.04
C 0.00 0.00 -0.03
C 0.00 0.01 -0.01
C 0.05 0.01 0.03
C 0.03 0.03 0.00
C 0.18 0.27 -0.04
C 0.01 -0.05 0.03
C -0.10 0.04 -0.01
C 0.04 0.01 -0.04
C 0.04 0.01 0.03
C 0.08 -0.05 -0.06
C 0.03 0.04 0.00
C 0.00 0.01 -0.03
C -0.06 -0.02 0.04
C -0.13 0.06 0.01
C -0.01 0.01 0.02
C -0.02 0.19 0.01
C 0.10 -0.01 -0.03
C -0.01 -0.01 -0.03
C 0.22 -0.35 -0.05
C 0.00 0.05 0.00
C -0.03 0.01 0.07
C -0.05 -0.02 -0.05
C 0.00 -0.01 0.00
C -0.03 -0.02 -0.01
C -0.03 0.01 -0.03
C -0.02 0.10 -0.04
C -0.01 -0.07 0.08
C -0.01 -0.06 0.01
C -0.05 -0.08 0.00
C -0.01 0.06 -0.01
C 0.01 -0.03 0.02
H -0.01 0.00 -0.01
H 0.00 0.03 0.00
H 0.02 0.00 0.01
H 0.01 0.01 -0.02
H 0.01 -0.07 0.03
H 0.05 0.00 0.01
H -0.03 0.00 0.01
H -0.01 0.02 0.00
H 0.00 0.00 0.00
H -0.02 -0.03 0.01
H -0.02 -0.02 -0.01
H 0.00 -0.01 0.02
H -0.01 -0.01 0.00
H 0.00 0.00 0.00
H -0.03 0.01 0.02
H 0.02 0.00 0.00
H 0.01 -0.01 0.01
H 0.03 0.00 0.00
H 0.00 -0.02 -0.01
H -0.01 -0.01 -0.04
H 0.00 0.02 0.01
H 0.01 -0.04 0.02
H 0.01 0.02 0.03
H -0.02 0.03 0.01
H 0.00 0.00 -0.03
H 0.01 0.01 -0.02
H -0.05 0.00 -0.11
H 0.01 -0.07 -0.03
H 0.01 0.02 -0.03
H 0.02 0.01 0.02
H 0.01 0.00 0.00
H 0.00 0.01 0.00
H 0.00 0.00 0.02
H -0.03 -0.01 0.01
H -0.01 0.01 0.00
H 0.01 -0.02 0.01
H -0.02 -0.01 -0.03
H -0.02 0.00 0.00
H -0.02 0.00 -0.01
H 0.02 0.00 0.01
H 0.01 0.01 0.01
H 0.00 0.01 -0.01
H -0.01 0.01 0.02
H 0.02 0.03 0.00
H -0.03 -0.01 0.03
H -0.01 -0.01 -0.01
H -0.02 -0.03 -0.01
H -0.01 0.00 -0.02
H 0.02 0.02 -0.01
H -0.03 -0.02 -0.01
H -0.01 -0.02 -0.01
H -0.01 -0.01 0.02
H -0.02 -0.01 0.00
H 0.03 -0.01 0.01
H -0.01 -0.02 -0.01
H -0.02 -0.03 0.02
H -0.02 0.03 0.00
H 0.02 0.00 -0.01
H -0.02 0.02 -0.02

Mulliken atomic charge list, values in e, 4 entries: number 1, In, carries 1.19; number 2, Ge, carries 0.92; number 3, Cl, carries -0.28; number 4, Cl, carries -0.25

=====

[2]
Entry from the OMol25 dataset: a cluster of 13 separate species, C39H60F6O39 in total in a non-equilibrium geometry (the ωB97M-V functional and the def2-TZVPD basis).

Summary:
LUMO level (spin up / spin down) ... -4.38 / -9.90 eV
Spin multiplicity ... 2
Net charge ... +1
HOMO-LUMO gap (spin up / spin down) ... 0.298 / 0.095 Eh
E ... -137556.6032 eV

Atoms and positions in Å:
F (-4.730526, -1.370804, 26.632035)
F (-9.457848, 6.010334, 28.557758)
F (-11.157672, -2.750850, 19.369463)
F (-9.877908, 3.227617, 19.483507)
F (-7.183863, -6.900833, 29.792129)
F (-7.629387, -1.199104, 31.995163)
O (-9.245640, 1.781215, 31.395527)
O (-13.023377, 0.813517, 21.265786)
O (-9.678848, -0.381073, 31.349095)
O (-4.037623, -1.522384, 28.822659)
O (-7.754007, 3.110072, 21.405659)
O (-15.374674, 0.897942, 25.890331)
O (-8.256942, 3.401367, 27.663573)
O (-9.057918, -0.745982, 26.134299)
O (-5.537815, 4.293451, 24.542771)
O (-8.930002, -0.111968, 28.295090)
O (-13.333092, 0.073001, 23.406541)
O (-8.525170, 1.624159, 20.065908)
O (-13.368865, -3.377164, 24.818304)
O (-13.403297, -4.148078, 22.734599)
O (-8.882709, -5.894891, 30.961278)
O (-15.155881, 0.719174, 22.211203)
O (-10.160072, 4.445452, 27.049183)
O (-8.939595, -4.293557, 29.419119)
O (-9.420589, -1.093360, 22.998593)
O (-13.694243, 0.085727, 27.207059)
O (-10.761420, -1.008407, 27.373353)
O (-14.142813, -4.611075, 29.081392)
O (-4.911871, 0.347774, 29.447596)
O (-8.674569, -4.348094, 23.402111)
O (-4.760048, 2.927960, 26.134137)
O (-8.518767, -2.060576, 21.194516)
O (-3.632025, -0.796173, 30.918548)
O (-13.696105, 2.233566, 26.332645)
O (-6.310864, 2.051702, 20.039132)
O (-9.772640, -3.789291, 31.457467)
O (-11.920928, -5.179874, 29.286090)
O (-14.523653, -5.260967, 24.360170)
O (-11.493948, 1.021228, 31.094193)
O (-9.418573, -6.224635, 22.482868)
O (-13.508216, -5.912383, 30.837779)
O (-10.510928, -1.171368, 20.859911)
O (-10.462103, -5.389989, 24.325726)
O (-4.733722, 2.315200, 23.927048)
O (-9.111972, 3.120701, 25.485069)
C (-12.543747, -6.688895, 31.616028)
C (-10.174074, -1.889735, 19.679849)
C (-11.431339, -6.351341, 24.538129)
C (-14.254169, 1.011732, 26.567561)
C (-13.544215, -3.606788, 26.217009)
C (-10.294253, 0.814752, 31.266253)
C (-12.077964, 0.541286, 23.975343)
C (-8.866707, 3.744545, 28.886519)
C (-15.496310, -4.589036, 29.505352)
C (-8.974606, -2.782870, 20.064947)
C (-9.126686, 3.079227, 21.760823)
C (-8.043315, 1.085501, 31.723571)
C (-15.857824, 0.992208, 21.002295)
C (-16.159006, -0.277950, 25.980657)
C (-4.183773, -0.664410, 29.888175)
C (-7.415966, 2.163724, 20.525596)
C (-8.010110, 0.121540, 25.693892)
C (-9.169834, -4.580646, 30.713779)
C (-9.683947, 2.389596, 20.462910)
C (-13.806484, 0.555682, 22.246146)
C (-11.323161, -1.426915, 28.647038)
C (-8.471145, -6.502013, 29.725483)
C (-5.060388, 0.208199, 27.991316)
C (-12.623019, 2.832014, 27.056918)
C (-8.267653, -0.263676, 31.249210)
C (-9.946581, 4.711383, 28.444338)
C (-13.783298, -4.356785, 23.952872)
C (-8.537067, -5.424131, 28.654015)
C (-8.422708, -3.545471, 24.508028)
C (-4.950152, 3.185702, 25.002238)
C (-5.049950, -1.308724, 27.932001)
C (-9.196383, 3.551560, 26.643326)
C (-12.821795, -2.872610, 22.280656)
C (-9.474178, -1.330740, 21.777427)
C (-9.500452, -0.614536, 27.370070)
C (-13.125203, -5.289413, 29.654548)
C (-9.497081, -5.352018, 23.323477)
C (-5.906664, 5.353984, 25.479992)
C (-4.460753, 0.962142, 24.147177)
H (-8.172046, -2.982930, 19.355040)
H (-7.538147, -5.180358, 28.292320)
H (-16.342540, -0.462347, 27.039152)
H (-12.041467, -5.985961, 25.364170)
H (-17.116543, -0.290523, 25.460007)
H (-5.930371, -1.871922, 28.241474)
H (-11.674047, -0.014324, 24.821665)
H (-16.038526, -5.506500, 29.276513)
H (-9.539832, 4.074567, 21.924249)
H (-7.498650, -4.020825, 24.837055)
H (-15.881771, 0.110452, 20.361960)
H (-10.583045, 1.776600, 20.525794)
H (-9.266166, 2.399445, 22.601386)
H (-11.557459, -6.225691, 31.588329)
H (-7.689658, 0.822943, 26.464253)
H (-12.007358, 3.390279, 26.351646)
H (-11.188924, 0.457996, 23.350233)
H (-12.408575, -1.453070, 28.550621)
H (-16.223858, -3.964507, 28.986959)
H (-6.020053, 0.627780, 27.689483)
H (-9.167590, -5.701530, 27.809268)
H (-7.176214, 1.611680, 31.324352)
H (-6.387220, 4.954265, 26.372956)
H (-11.044327, -0.565597, 29.254071)
H (-8.116790, 1.254841, 32.797828)
H (-12.317816, -2.313455, 23.068968)
H (-10.884765, -2.390833, 28.905441)
H (-10.829455, 4.698974, 29.083464)
H (-7.067721, -0.410209, 25.562609)
H (-7.979287, -0.548396, 30.237341)
H (-15.599721, -4.368875, 30.567866)
H (-12.136431, -6.387639, 23.707688)
H (-16.893534, 1.329712, 21.040834)
H (-5.344178, 0.382433, 24.414733)
H (-14.408724, -4.225057, 26.458838)
H (-3.675976, 0.912986, 24.902026)
H (-9.320517, 2.763526, 29.027105)
H (-9.178018, -3.564156, 25.293688)
H (-9.160333, -7.313975, 29.493455)
H (-12.972102, 3.383370, 27.929985)
H (-15.479767, 1.654108, 20.223145)
H (-10.884116, -7.263686, 24.775328)
H (-12.284532, 1.581040, 24.228991)
H (-13.644537, -2.698909, 26.811814)
H (-5.104674, 6.032182, 25.771476)
H (-9.914190, -1.289962, 18.807590)
H (-8.221490, 0.543876, 24.711524)
H (-13.557318, -2.237329, 21.787178)
H (-9.441917, -3.711942, 20.391359)
H (-12.550380, -7.741321, 31.332360)
H (-12.101063, -3.187323, 21.525933)
H (-7.917759, -2.620734, 24.228734)
H (-6.833197, 5.845600, 25.183415)
H (-4.193032, 0.707368, 27.559312)
H (-12.632360, -4.039853, 26.628197)
H (-12.916417, -6.614031, 32.637609)
H (-4.125534, 0.549706, 23.195530)
H (-11.980085, 1.981406, 27.283220)
H (-15.551406, -1.089493, 25.580256)
H (-8.303774, 3.887322, 29.808916)

Atomic forces in eV per Å
F 0.68 -2.74 -1.78
F -0.26 -0.48 -0.42
F -1.23 0.21 -0.23
F -0.66 2.01 -1.62
F 0.19 -0.64 0.59
F -0.39 0.00 0.75
O -2.85 -0.31 -1.55
O -1.03 -0.40 1.33
O -1.14 -0.56 -0.04
O 1.40 -2.63 0.66
O 0.69 1.03 1.64
O -0.63 1.78 -0.87
O 0.51 0.17 -3.10
O 0.48 0.26 -1.12
O 0.03 0.87 -0.23
O 0.96 0.30 0.65
O -1.12 0.43 -2.65
O -2.42 -2.03 -0.45
O 0.13 0.19 -0.69
O 0.40 0.96 -1.69
O 0.37 0.42 -0.91
O 3.64 -0.07 0.65
O 0.55 -1.02 1.30
O -0.34 0.82 -0.40
O -1.19 0.74 -4.31
O -1.83 2.83 -1.64
O -0.44 -1.18 -0.88
O 1.04 0.04 -0.83
O -0.98 1.58 0.19
O -0.66 0.40 -2.07
O 0.70 -0.65 1.97
O 1.09 0.36 1.04
O -0.24 -0.06 0.53
O -2.21 -0.19 -0.89
O -1.96 -0.62 1.40
O 2.71 -2.88 -1.98
O -4.46 -0.65 0.58
O 2.02 1.50 -1.83
O 3.88 -0.31 0.54
O -0.07 1.23 0.50
O 0.26 0.38 -2.02
O 0.62 0.52 0.76
O 2.68 3.47 -0.53
O -1.04 2.80 0.38
O -0.40 1.01 3.91
C -0.30 0.77 0.09
C 1.75 -1.18 -0.89
C -0.44 -0.75 -0.33
C 3.15 -2.19 1.84
C 0.13 -0.39 1.06
C -0.24 1.06 -0.10
C 1.61 1.38 0.22
C -2.32 -2.21 -0.39
C -1.44 -1.27 1.14
C -1.21 0.77 0.65
C -0.32 -1.31 -1.66
C 0.00 2.81 1.26
C -0.73 -0.60 -3.59
C 0.81 -1.51 1.02
C 0.94 0.07 -1.17
C 2.57 2.09 -1.57
C 1.54 -0.24 0.28
C -3.22 1.92 1.30
C 1.59 -0.96 1.74
C -1.93 -0.08 1.45
C 0.44 1.24 -0.15
C -0.43 0.30 -0.22
C -1.85 0.40 2.79
C 0.80 -1.94 -0.34
C 0.07 -2.13 -0.73
C 0.94 1.40 0.79
C -2.61 -0.59 4.07
C 0.61 0.42 0.88
C 2.32 -0.61 1.55
C -1.03 -0.98 -2.48
C 0.07 3.68 -0.21
C 1.74 0.42 -1.90
C 0.53 -1.07 0.14
C 0.69 -1.94 2.36
C -1.43 0.43 -0.18
C 2.77 0.42 1.93
C -2.17 -3.08 0.60
C -1.03 -1.05 0.87
C 0.63 -0.28 0.40
H -0.22 0.47 0.03
H 0.04 -0.38 -0.11
H -0.08 -0.23 -0.06
H 0.34 -0.23 0.30
H 0.32 1.04 -0.21
H -0.22 -0.08 -0.64
H -1.39 -0.57 0.37
H 0.72 -0.80 0.44
H 0.29 -0.11 0.01
H -0.03 -0.34 1.29
H -0.13 -0.70 0.64
H 0.34 -0.44 0.36
H -0.11 0.24 0.27
H -0.06 -0.16 -0.26
H -0.87 0.50 -0.18
H -0.78 0.45 0.07
H -0.47 0.00 -0.91
H 0.30 -0.10 -0.23
H 1.34 1.20 -0.62
H 0.31 0.30 0.15
H -0.48 0.49 0.30
H -0.12 -0.15 -0.16
H 0.98 -0.77 0.50
H -0.32 -0.83 0.87
H 1.18 -1.13 0.36
H -0.11 -0.37 0.10
H -0.09 0.20 0.36
H -0.32 -0.28 -0.64
H -0.18 -0.79 -0.13
H -0.18 0.74 -0.15
H 0.25 -0.11 -0.06
H 0.33 -0.67 -0.27
H 0.18 -0.20 1.59
H -0.10 0.18 0.38
H 0.20 -0.13 -0.41
H -0.07 -0.60 0.03
H -0.87 0.18 1.24
H -0.03 0.45 -0.42
H 0.39 -0.37 0.44
H 0.07 -0.05 -0.20
H 1.21 0.84 1.00
H -0.78 -0.44 -0.14
H 0.24 -0.09 0.21
H -0.14 0.56 -0.81
H 0.01 -0.23 -0.47
H -0.67 0.67 0.28
H -0.50 0.18 0.43
H -0.41 -0.33 0.13
H 0.39 -0.30 0.13
H 0.07 0.21 -0.33
H -0.14 0.11 0.15
H -1.43 0.46 -0.43
H 0.64 0.42 -1.45
H -0.23 -0.45 -0.42
H -0.05 -0.44 -0.16
H -0.02 -0.01 -0.11
H 0.22 0.22 0.08
H 0.24 0.09 0.97
H -0.11 -0.26 0.12
H 0.59 0.82 -0.79

Mulliken atomic charge list, values in e, 4 entries: number 1, F, carries -0.25; number 2, F, carries -0.34; number 3, F, carries -0.31; number 4, F, carries -0.30